P | Here is a structure of composition C8H12O from the OMol25 dataset. Energies are from ωB97M-V/def2-TZVPD.

```
! RIJCOSX wB97M-V def2-TZVPD def2/J DEFGRID3
* xyz 0 1
C 0.678 -0.621 2.059
C 0.969 -0.208 -1.840
C 0.441 -1.010 0.596
C 0.660 0.220 -0.419
C 1.107 1.440 0.002
O 0.921 -2.091 0.181
H 0.411 -1.475 2.679
H 1.739 -0.396 2.188
H 0.081 0.239 2.362
H 0.773 0.606 -2.539
H 2.017 -0.495 -1.915
H 0.380 -1.064 -2.163
H 1.565 2.149 -0.680
H 1.103 1.732 1.043
C -1.454 -0.935 0.497
C -1.949 1.191 -0.905
C -1.326 0.230 -0.263
H -3.035 1.211 -0.890
H -1.698 -1.851 -0.031
H -1.978 -0.852 1.445
H -1.407 1.981 -1.406
*
```

Results
E_HOMO (alpha / beta): -8.05 / -8.06 eV
frontier orbital gap (alpha / beta): 7.029 / 7.040 eV

Q | Here is a cluster of 2 separate species, C8H12O in total from the OMol25 dataset. Energies are from ωB97M-V/def2-TZVPD.

```
! RIJCOSX wB97M-V def2-TZVPD def2/J DEFGRID3
* xyz 0 1
C 0.000 0.000 0.000
C -1.036 1.123 0.221
C -1.435 1.263 1.664
C -1.376 0.175 2.586
C -1.602 0.377 3.966
C -1.722 1.747 4.456
C -1.776 2.779 3.558
C -1.705 2.567 2.167
H 0.891 0.123 0.639
H 0.313 0.066 -1.056
H -0.426 -1.002 0.179
H -0.627 2.091 -0.128
H -1.948 0.911 -0.369
H -1.149 -0.854 2.277
H -1.722 -0.495 4.623
H -1.938 1.946 5.514
H -1.864 3.789 3.979
H -1.769 3.387 1.439
O -3.407 -0.939 -0.374
H -3.211 0.003 -0.167
H -4.051 -0.900 -1.117
*
```

Results
SMILES: CCc1ccccc1.O
E_HOMO: -8.89 eV
frontier orbital gap: 9.733 eV

Name the most stable of them. Q.

P | Here is a cluster of 2 separate species, C2H6N3O2 in total from the OMol25 dataset. Energies are from ωB97M-V/def2-TZVPD.

```
! RIJCOSX wB97M-V def2-TZVPD def2/J DEFGRID3
* xyz -1 1
C 0.310 0.582 -0.219
C 0.094 -0.407 0.935
N -2.650 0.267 0.200
N -2.298 -0.841 -0.184
N -0.420 -1.737 0.438
O 0.121 -2.276 -0.502
O -3.829 0.650 -0.104
H 0.402 -0.098 -1.126
H -0.734 1.087 -0.379
H 1.167 1.100 0.017
H 1.106 -0.590 1.259
H -0.516 -0.162 1.713
H -2.877 -1.616 -0.583
*
```

Results
E_HOMO (alpha / beta): -3.44 / -3.44 eV
frontier orbital gap (alpha / beta): 7.683 / 7.683 eV

Q | Here is a cluster of 2 separate species, C2H6N3O2 in total from the OMol25 dataset. Energies are from ωB97M-V/def2-TZVPD.

```
! RIJCOSX wB97M-V def2-TZVPD def2/J DEFGRID3
* xyz -1 1
C -0.072 0.279 -1.853
C 1.113 0.626 0.162
N -1.204 -1.088 0.706
N -0.154 0.768 -0.524
N -1.386 -0.847 1.929
O -1.928 -1.887 2.357
O -0.955 0.026 2.659
H 0.723 0.901 -2.419
H 0.212 -0.810 -1.781
H -0.876 0.429 -2.565
H 1.773 1.553 0.265
H 1.056 0.339 1.240
H 1.697 -0.289 -0.175
*
```

Results
E_HOMO (alpha / beta): -3.52 / -3.88 eV
frontier orbital gap (alpha / beta): 7.502 / 7.980 eV

Name the most stable of them. P.

P | Here is a cluster of 2 separate species, C3H5I in total from the OMol25 dataset. Energies are from ωB97M-V/def2-TZVPD.

```
! RIJCOSX wB97M-V def2-TZVPD def2/J DEFGRID3
* xyz 0 1
C -0.388 1.604 0.675
C -1.170 0.821 1.280
I -2.736 -0.291 1.294
H 0.529 2.203 0.716
C 0.688 -0.879 -0.783
H 0.779 0.122 -0.796
H -0.048 -1.208 0.129
H 0.550 -1.152 -1.895
H 1.797 -1.219 -0.619
*
```

Results
SMILES: C#CI.C
E_HOMO: -9.37 eV
frontier orbital gap: 9.649 eV

Q | Here is the molecule C3H5I from the OMol25 dataset. Energies are from ωB97M-V/def2-TZVPD.

```
! RIJCOSX wB97M-V def2-TZVPD def2/J DEFGRID3
* xyz 0 1
C -2.097 1.432 -0.463
C -1.129 0.515 -0.343
C 1.487 -1.113 0.746
I 0.514 0.892 1.049
H -2.678 1.247 -1.346
H -2.436 2.261 0.260
H 2.609 -1.097 1.001
H 1.372 -1.226 -0.425
H 1.015 -1.898 1.290
*
```

Results
E_HOMO: -7.75 eV
frontier orbital gap: 7.559 eV

Name the most stable of them. P.

P | Here is a cluster of 2 separate species, C11H22N6O4 in total from the OMol25 dataset. Energies are from ωB97M-V/def2-TZVPD.

```
! RIJCOSX wB97M-V def2-TZVPD def2/J DEFGRID3
* xyz 0 1
C 0.064 -0.089 -0.960
C -0.912 -0.350 0.219
C 1.131 -1.251 -1.029
C 1.981 -0.871 -2.254
C 3.048 -2.025 -2.560
C 4.939 -2.997 -3.978
C -2.230 0.740 1.955
C -3.746 0.514 1.462
C -2.300 2.004 2.575
C -3.537 1.974 3.700
C -3.203 3.052 4.733
H 1.166 1.133 -1.944
H 1.213 1.221 -0.165
H -0.691 -0.261 -1.737
H 0.701 -2.376 -1.119
H 1.794 -1.218 -0.171
H 1.428 -1.041 -3.185
H 2.230 0.340 -2.381
H 3.737 -2.087 -1.694
H 2.225 -2.803 -2.420
H 3.462 -1.927 -4.886
H 4.882 -3.806 -2.189
H 6.227 -3.485 -5.368
H 5.908 -1.975 -5.594
H -0.700 1.557 0.583
H -2.092 -0.177 2.532
H -2.692 2.916 1.982
H -1.394 2.347 3.220
H -4.553 2.046 3.171
H -3.417 0.936 4.420
H -5.426 3.171 5.147
H -4.229 3.774 6.643
H -2.795 1.083 -0.019
N 0.486 1.258 -0.943
N 3.737 -2.183 -3.894
N 5.345 -3.709 -3.056
N 5.444 -2.923 -5.404
N -1.398 0.833 0.797
N -3.779 2.948 6.107
O -1.316 -1.451 0.586
O -4.576 0.432 2.352
O -2.337 3.895 4.583
O -3.826 0.831 0.183
*
```

Results
E_HOMO: -9.34 eV
frontier orbital gap: 7.941 eV

Q | Here is the molecule C11H22N6O4 from the OMol25 dataset. Energies are from ωB97M-V/def2-TZVPD.

```
! RIJCOSX wB97M-V def2-TZVPD def2/J DEFGRID3
* xyz 0 1
H -3.818 -2.574 0.686
N -3.142 -1.922 0.198
C -3.755 -0.812 0.048
N -4.604 -0.338 1.019
N -3.358 0.087 -0.920
C -3.213 1.449 -0.609
C -1.954 1.681 0.255
C -0.662 1.814 -0.591
C 0.693 1.261 0.025
N 1.100 2.269 1.014
C 1.833 0.980 -0.893
O 2.573 1.941 -1.161
N 1.924 -0.255 -1.512
C 1.481 -1.474 -0.891
C 2.019 -1.882 0.503
C 3.585 -1.856 0.507
C 4.171 -0.402 0.321
N 3.820 0.476 1.345
O 4.938 -0.141 -0.593
C -0.024 -1.432 -1.020
O -0.639 -0.760 -1.792
O -0.599 -2.213 -0.105
H -5.703 -0.312 0.804
H -4.583 -0.981 1.828
H -2.469 -0.249 -1.276
H -4.080 1.662 0.041
H -3.114 2.092 -1.516
H -1.880 1.052 1.162
H -2.199 2.647 0.684
H -0.799 1.479 -1.590
H -0.570 2.834 -0.978
H 0.303 0.427 0.660
H 1.147 3.150 0.614
H 0.365 2.291 1.683
H 2.211 -0.163 -2.466
H 1.640 -2.294 -1.584
H 1.628 -1.227 1.213
H 1.853 -2.926 0.749
H 3.948 -2.194 1.457
H 4.053 -2.497 -0.232
H 4.357 1.290 1.437
H 3.042 0.301 1.968
H -1.517 -2.279 -0.491
*
```

Results
SMILES: [H]/N=C(\N)NCCC[C@H](N)C(=O)N[C@@H](CCC(N)=O)C(=O)O
E_HOMO: -9.10 eV
frontier orbital gap: 9.590 eV

Name the most stable of them. Q.

P | Here is the molecule C2H6IP from the OMol25 dataset. Energies are from ωB97M-V/def2-TZVPD.

```
! RIJCOSX wB97M-V def2-TZVPD def2/J DEFGRID3
* xyz 0 1
C -0.682 0.763 -0.804
C -0.097 -0.492 -0.186
P 1.197 -0.625 0.892
I 1.456 0.563 3.144
H -0.114 1.687 -0.616
H -1.713 0.921 -0.405
H -0.730 0.632 -1.864
H -0.863 -0.960 0.415
H 2.385 -0.222 0.464
H 1.363 -2.017 1.093
*
```

Results
SMILES: CC=[PH2]I
E_HOMO: -8.07 eV
frontier orbital gap: 7.942 eV

Q | Here is the molecule C2H6IP from the OMol25 dataset. Energies are from ωB97M-V/def2-TZVPD.

```
! RIJCOSX wB97M-V def2-TZVPD def2/J DEFGRID3
* xyz 0 1
C 0.086 -1.184 1.014
C 0.066 0.206 0.610
P -0.008 0.822 -0.940
I -1.378 1.544 -3.194
H 0.517 -1.250 2.010
H 0.571 -1.904 0.291
H -0.955 -1.476 1.219
H -0.427 0.853 1.284
H 0.927 0.252 -1.684
H 0.600 2.137 -0.609
*
```

Results
SMILES: CC=[PH2]I
E_HOMO: -8.14 eV
frontier orbital gap: 7.321 eV

Name the most stable of them. P.

P | Here is the molecule C4H14N2Si from the OMol25 dataset. Energies are from ωB97M-V/def2-TZVPD.

```
! RIJCOSX wB97M-V def2-TZVPD def2/J DEFGRID3
* xyz 0 1
C -1.196 -1.597 1.023
N -0.160 -0.598 0.857
C 0.384 -0.023 2.048
Si 0.305 0.376 -0.766
C 0.123 -0.925 -2.230
C -0.621 1.938 -0.972
N 1.896 1.009 -0.420
H -0.746 -2.482 1.543
H -1.920 -1.184 1.788
H -1.616 -2.014 0.126
H -0.494 0.389 2.686
H 0.813 -0.927 2.595
H 1.005 0.732 1.935
H 1.002 -1.504 -2.398
H -0.656 -1.637 -1.975
H -0.008 -0.459 -3.179
H -0.693 2.162 0.078
H -0.231 2.713 -1.572
H -1.652 1.902 -1.242
H 2.641 0.296 -0.156
H 1.825 1.833 0.230
*
```

Results
SMILES: CN(C)[Si](C)(C)N
E_HOMO: -7.77 eV
frontier orbital gap: 8.610 eV

Q | Here is a cluster of 2 separate species, C4H14N2Si in total from the OMol25 dataset. Energies are from ωB97M-V/def2-TZVPD.

```
! RIJCOSX wB97M-V def2-TZVPD def2/J DEFGRID3
* xyz 0 1
C -1.436 -0.883 -2.263
C -0.329 1.763 1.545
C 2.029 -0.418 1.715
C -1.949 -0.978 -0.923
N 1.277 0.890 -0.876
N -0.315 -1.040 0.432
Si 0.590 0.326 0.634
H -0.909 -1.731 -2.571
H -2.119 -0.525 -3.039
H -0.638 -0.163 -2.170
H -0.094 2.747 1.436
H -1.444 1.561 1.362
H -0.032 1.500 2.532
H 2.491 0.399 2.204
H 1.619 -1.168 2.287
H 2.981 -0.766 1.168
H -2.415 -0.079 -0.607
H -2.405 -1.898 -0.578
H 0.583 1.253 -1.488
H 2.220 1.077 -0.949
H 0.295 -1.869 0.149
*
```

Results
E_HOMO: -8.66 eV
frontier orbital gap: 9.423 eV

Name the most stable of them. P.